Record 1
DFT (the ωB97M-V functional and the def2-TZVPD basis) results for C35H28Cl2N5O4OsS as an isolated structure.

Results
**Energy relative to the best compared isomer or geometry (same formula, charge and spin)**: 0.0 kcal/mol
**Spin multiplicity**: 5
**<S²>**: 6.046
**Charge**: +1
**Largest force on an atom**: 0.32 eV/Å
**Highest occupied orbital energy (spin up / spin down)**: -9.3 / -11.3 eV
**Orbital gap (spin up / spin down)**: 7.0 / 5.8 eV

Element x y z (Å)
1 Os -0.68023 0.38151 -0.26714
2 C 3.41689 0.59103 -1.61080
3 C 1.94611 0.43366 -1.53451
4 N 1.27920 0.37609 -0.28072
5 N 1.92830 0.38144 0.85100
6 C 1.07840 0.33796 1.89832
7 O -0.19858 0.22097 1.70136
8 C 1.60412 0.35870 3.25069
9 C 2.98312 0.34188 3.47922
10 C 3.46148 0.35995 4.77643
11 C 2.57254 0.40059 5.84421
12 C 1.20109 0.42384 5.61854
13 C 0.71327 0.40266 4.32545
14 C 1.06519 0.33278 -2.60208
15 C 1.46388 0.38197 -3.95570
16 C 0.52267 0.27949 -4.94679
17 C -0.82216 0.11146 -4.60566
18 C -1.16884 0.06588 -3.26766
19 N -0.27813 0.18181 -2.29110
20 H 3.84106 0.64633 -0.61358
21 H 3.67772 1.50485 -2.15109
22 H 3.87368 -0.24836 -2.14065
23 H 3.66405 0.31800 2.63964
24 H 4.52780 0.34855 4.95940
25 H 2.95059 0.41907 6.85844
26 H 0.51537 0.46464 6.45440
27 H -0.35127 0.43545 4.13325
28 H 2.51243 0.50595 -4.19012
29 H 0.82210 0.32271 -5.98564
30 H -1.59209 0.01782 -5.35685
31 H -2.19875 -0.05304 -2.96261
32 Cl -3.61296 2.20277 -1.63473
33 C -4.34048 1.14309 -0.44518
34 Cl -3.11658 0.40653 0.65314
35 H -4.84879 0.32762 -0.94198
36 H -5.00771 1.71106 0.19057
37 O -0.45761 2.99360 -2.47819
38 C -0.50042 3.33603 -1.31162
39 N -0.54168 2.47849 -0.23172
40 S -0.54855 3.28089 1.22452
41 O 0.68980 3.04129 1.91333
42 O -1.76758 3.01053 1.93179
43 C -0.56113 4.88463 0.50867
44 C -0.59454 6.10661 1.15010
45 C -0.58636 7.23711 0.34301
46 C -0.54396 7.12865 -1.04551
47 C -0.50973 5.88763 -1.66661
48 C -0.51972 4.76110 -0.86359
49 H -0.62632 6.18105 2.22978
50 H -0.61342 8.21855 0.79851
51 H -0.53854 8.02957 -1.64525
52 H -0.47705 5.78706 -2.74354
53 N -0.87014 -1.55251 -0.28339
54 C -0.75704 -2.79998 -0.21536
55 C -1.87297 -3.68117 -0.65972
56 C -2.74505 -3.25186 -1.65820
57 C -3.80069 -4.05638 -2.05100
58 C -3.99810 -5.28832 -1.43932
59 C -3.13394 -5.71772 -0.44304
60 C -2.06628 -4.92076 -0.05637
61 C 0.51790 -3.39870 0.28110
62 C 1.16714 -4.38107 -0.46260
63 C 2.38238 -4.88329 -0.02225
64 C 2.93798 -4.42402 1.16519
65 C 2.27782 -3.46389 1.91963
66 C 1.07007 -2.94752 1.47662
67 H -2.57357 -2.29433 -2.13634
68 H -4.46691 -3.73039 -2.84013
69 H -4.82466 -5.91675 -1.74512
70 H -3.28907 -6.67682 0.03357
71 H -1.38881 -5.25514 0.71920
72 H 0.72664 -4.74210 -1.38411
73 H 2.89433 -5.63935 -0.60377
74 H 3.88213 -4.82718 1.50993
75 H 2.69766 -3.12182 2.85792
76 H 0.52554 -2.22842 2.07443

---

Record 2
DFT (the ωB97M-V functional and the def2-TZVPD basis) results for AgClCu as an isolated structure in a non-equilibrium geometry.

Results
**Energy relative to the best compared isomer or geometry (same formula, charge and spin)**: 9.4 kcal/mol
**Spin multiplicity**: 2
**<S²>**: 0.765
**Charge**: +2
**Largest force on an atom**: 1.05 eV/Å
**Highest occupied orbital energy (spin up / spin down)**: -22.0 / -21.6 eV
**Orbital gap (spin up / spin down)**: 10.6 / 6.6 eV

Element x y z (Å)
1 Ag -0.36819 1.00804 1.95654
2 Cu 1.36789 -0.87097 -1.38187
3 Cl -0.99970 -0.13707 -0.57468

---

Record 3
DFT (the ωB97M-V functional and the def2-TZVPD basis) results for C23H56CuF6NO25S9 as an isolated structure in a non-equilibrium geometry.

Results
**Spin multiplicity**: 3
**<S²>**: 2.002
**Largest force on an atom**: 4.62 eV/Å
**Highest occupied orbital energy (spin up / spin down)**: -6.4 / -10.6 eV
**Orbital gap (spin up / spin down)**: 6.4 / 7.9 eV

Element x y z (Å)
1 Cu -0.10220 -1.66184 -2.61388
2 C 3.04638 -1.21426 0.21588
3 F 3.18887 -0.76979 -0.97526
4 F 3.56112 -2.38078 0.38397
5 F 3.52964 -0.40838 1.09751
6 S 1.18592 -1.58277 0.51503
7 O 0.87653 -2.96730 0.34293
8 O 0.93612 -1.05968 1.83207
9 N 0.36891 -0.63777 -0.79977
10 S 0.32952 0.82415 -0.24560
11 O 1.52359 1.21612 0.47653
12 O 0.01827 1.73478 -1.31109
13 C -1.26987 0.91240 0.95849
14 F -2.20906 1.59306 0.25930
15 F -1.58497 -0.31368 1.39498
16 F -0.90489 1.76054 1.97501
17 O 2.30921 -5.25849 -2.43886
18 S 2.67618 -3.80569 -2.66152
19 O 1.77644 -2.62951 -2.34235
20 O 4.11095 -3.59139 -1.96855
21 C 4.88150 -4.78953 -1.81403
22 C 6.09822 -4.34242 -1.03070
23 C 3.22460 -3.49931 -4.38162
24 H 5.26130 -5.04179 -2.80408
25 H 4.29223 -5.48852 -1.22049
26 H 5.81466 -4.23961 0.01674
27 H 6.61648 -3.43150 -1.33026
28 H 6.76299 -5.20539 -1.06900
29 H 3.91393 -4.28062 -4.70172
30 H 3.71241 -2.53026 -4.48686
31 H 2.43586 -3.70340 -5.10574
32 O -2.83816 2.33410 6.33208
33 S -2.28467 1.70028 5.10548
34 O -3.12435 1.01272 4.15853
35 O -1.50483 2.86096 4.29835
36 C -0.97193 3.89893 5.04595
37 C -1.71318 5.19719 4.92333
38 C -0.76689 0.67465 5.50646
39 H -0.08734 4.12124 4.44917
40 H -0.80593 3.72000 6.10827
41 H -1.92477 5.41047 3.87555
42 H -1.05413 6.00746 5.23514
43 H -2.54757 5.27131 5.62074
44 H 0.01317 1.32804 5.89725
45 H -0.43544 0.22696 4.56955
46 H -1.15842 -0.14291 6.11176
47 O -2.08952 -2.05591 -1.91089
48 S -3.15887 -2.21264 -0.95894
49 O -3.90018 -1.04377 -0.53204
50 O -4.34937 -3.16687 -1.58187
51 C -4.91626 -2.90001 -2.88150
52 C -6.44148 -2.83917 -2.72102
53 C -2.64423 -3.37306 0.36530
54 H -4.51922 -3.53126 -3.67647
55 H -4.54437 -1.94494 -3.25250
56 H -7.05176 -3.32521 -3.48222
57 H -6.70105 -1.79785 -2.53031
58 H -6.82813 -3.41381 -1.87937
59 H -1.91466 -2.70995 0.83018
60 H -2.21293 -4.23009 -0.15198
61 H -3.51475 -3.60392 0.97929
62 O -1.66260 8.04312 -1.25617
63 S -2.65050 7.07193 -1.46377
64 O -2.53434 5.92203 -2.40024
65 O -2.74269 6.32618 -0.02226
66 C -3.29792 4.95338 -0.01499
67 C -3.44963 4.40423 1.39429
68 C -4.34794 7.94363 -1.61148
69 H -2.58435 4.26282 -0.46448
70 H -4.23267 4.95476 -0.57564
71 H -2.51718 4.11163 1.87703
72 H -4.22192 3.63583 1.42921
73 H -3.62392 5.29448 1.99860
74 H -4.41576 8.87003 -1.04113
75 H -5.00991 7.21909 -1.13720
76 H -4.56911 8.15863 -2.65693
77 O 3.87720 -6.57326 4.01353
78 S 3.64536 -6.50323 2.57644
79 O 4.44818 -7.17141 1.58308
80 O 2.10132 -6.99268 2.29806
81 C 1.61364 -6.92809 0.99448
82 C 0.16791 -6.35828 0.96203
83 C 3.55125 -4.67283 2.15113
84 H 1.54941 -7.99057 0.75973
85 H 2.28649 -6.44191 0.28807
86 H -0.43206 -6.33976 1.87186
87 H -0.40768 -6.77371 0.13486
88 H 0.28891 -5.28979 0.78375
89 H 3.25479 -4.58258 1.10610
90 H 4.55734 -4.37062 2.44190
91 H 2.85081 -4.30641 2.90161
92 O 7.68549 4.11066 2.02341
93 S 6.31584 3.64320 2.25876
94 O 5.22425 4.61523 2.49750
95 O 5.85267 2.66195 0.93569
96 C 4.58570 2.78045 0.41868
97 C 4.54217 2.10416 -0.88601
98 C 6.47639 2.24278 3.61159
99 H 4.38304 3.82298 0.17336
100 H 3.83880 2.44509 1.13824
101 H 4.87593 1.07235 -0.77616
102 H 5.13357 2.48011 -1.72087
103 H 3.55195 2.09244 -1.34142
104 H 6.96355 1.37871 3.15976
105 H 5.46774 2.15709 4.01579
106 H 7.14945 2.70025 4.33672
107 O -1.56002 0.60542 -3.73853
108 S -1.98395 1.87161 -4.29724
109 O -1.32564 2.35648 -5.48165
110 O -3.55882 1.67976 -4.74864
111 C -4.27885 0.58815 -4.24828
112 C -5.74662 0.99594 -4.17318
113 C -2.22988 3.15303 -3.01843
114 H -3.90085 0.45208 -3.23502
115 H -4.11132 -0.24432 -4.93167
116 H -5.86176 2.03467 -3.86353
117 H -6.44965 0.28837 -3.73364
118 H -6.03138 1.10768 -5.21938
119 H -2.96406 3.83506 -3.44728
120 H -1.35753 3.64825 -2.59198
121 H -2.56833 2.76335 -2.05837

---

Among the records above, which one has the highest largest force on an atom? C23H56CuF6NO25S9